The following is a DFT calculation (ωB97M-V/def2-TZVPD) of 2 unconnected molecules or ions with the total composition C5H12N2O2.

The geometry in XYZ format:
```
21
Properties=species:S:1:pos:R:3:lowdin_charge:R:1
C 1.01 1.56 -1.26 -0.12
C 1.27 0.14 -0.80 -0.16
C 1.02 -0.03 0.87 -0.43
C 1.50 -1.37 1.35 -0.03
O 1.06 0.97 1.55 0.02
H 1.47 2.28 -0.58 0.07
H -0.06 1.77 -1.33 0.06
H 1.43 1.74 -2.25 0.07
H 2.34 -0.09 -0.87 0.10
H 0.81 -0.60 -1.45 0.09
H 2.51 -1.57 0.99 0.09
H 1.49 -1.41 2.44 0.08
H 0.83 -2.14 0.97 0.07
N -2.98 -0.40 -0.64 0.15
C -1.69 -0.55 -0.16 -0.60
N -1.41 0.34 0.90 0.12
O -1.11 -1.62 -0.29 0.05
H -3.36 0.53 -0.71 0.09
H -3.26 -1.09 -1.32 0.10
H -0.82 1.16 0.93 0.07
H -2.07 0.39 1.66 0.11
```

Properties
orbital gap: 9.83 eV
E: -12454.0065 eV
SMILES string: CCC(C)=O.NC(N)=O